C53H38As2BrF5HfN2O3S2 | ωB97M-V/def2-TZVPD

Total energy ... -10767.0449 hartree
Gap between HOMO and LUMO ... 0.256 Ha
Lowest unoccupied orbital energy ... -0.4 eV
Highest occupied orbital energy ... -7.3 eV

Structure (ORCA input):
```
! wB97M-V def2-TZVPD RIJCOSX def2/J DEFGRID3
* xyz 0 1
Hf 0.287 -0.717 -0.125
O 3.862 -1.727 -0.368
C 3.168 -0.931 0.245
O 2.195 -0.264 -0.324
C 3.444 -0.591 1.659
C 4.764 -0.757 2.072
C 5.167 -0.382 3.334
C 4.227 0.145 4.212
C 2.910 0.277 3.831
C 2.495 -0.067 2.544
S 0.807 0.204 2.175
H 5.455 -1.174 1.354
H 6.202 -0.491 3.620
H 4.531 0.445 5.203
H 2.172 0.672 4.511
C -1.631 3.474 -0.648
C -0.259 3.589 -1.319
As 0.896 1.947 -1.027
C 2.267 2.546 -2.309
C 2.880 3.789 -2.151
C 3.811 4.233 -3.070
C 4.149 3.435 -4.152
C 3.559 2.193 -4.311
C 2.618 1.753 -3.395
C 1.831 2.639 0.543
C 1.160 3.346 1.536
C 1.833 3.787 2.662
C 3.183 3.522 2.816
C 3.865 2.836 1.826
C 3.194 2.407 0.695
As -1.881 1.709 0.306
C -3.519 2.374 1.227
C -4.587 2.950 0.543
C -5.647 3.513 1.231
C -5.665 3.489 2.616
C -4.614 2.916 3.312
C -3.540 2.379 2.620
C -2.795 0.891 -1.212
C -2.311 1.043 -2.507
C -2.992 0.504 -3.587
C -4.146 -0.232 -3.383
C -4.626 -0.407 -2.095
C -3.967 0.166 -1.025
H -2.432 3.581 -1.387
H -1.765 4.272 0.092
H 0.294 4.459 -0.950
H -0.367 3.730 -2.402
H 2.632 4.403 -1.289
H 4.275 5.201 -2.939
H 4.876 3.781 -4.870
H 3.833 1.564 -5.147
H 2.160 0.777 -3.514
H 0.090 3.527 1.449
H 1.303 4.338 3.427
H 3.704 3.848 3.704
H 4.918 2.626 1.941
H 3.734 1.871 -0.077
H -4.581 2.958 -0.543
H -6.464 3.964 0.682
H -6.499 3.917 3.150
H -4.638 2.891 4.392
H -2.690 1.965 3.155
H -1.387 1.590 -2.694
H -2.623 0.657 -4.593
H -4.667 -0.669 -4.222
H -5.525 -0.981 -1.930
H -4.361 0.058 -0.020
S -3.670 -2.981 0.695
C -3.482 -1.946 2.045
C -2.432 -1.086 1.910
C -1.715 -1.214 0.685
C -2.288 -2.204 -0.078
C -1.951 -2.450 -1.448
C -2.520 -3.503 -2.180
C -2.278 -3.593 -3.530
C -1.484 -2.623 -4.133
C -0.941 -1.632 -3.342
N -1.130 -1.541 -2.024
H -4.159 -2.049 2.872
H -2.166 -0.376 2.681
H -3.139 -4.222 -1.663
H -2.712 -4.386 -4.120
H -1.286 -2.638 -5.192
H -0.328 -0.861 -3.793
F 4.291 -5.059 -3.695
C 3.488 -4.442 -2.814
C 3.213 -5.034 -1.584
F 3.782 -6.204 -1.274
C 2.346 -4.438 -0.686
F 2.088 -5.049 0.484
C 1.705 -3.215 -0.970
O 0.839 -2.663 -0.184
C 2.065 -2.633 -2.199
F 1.521 -1.393 -2.444
C 2.926 -3.207 -3.112
F 3.203 -2.594 -4.271
Br -1.709 -2.459 6.250
C -1.288 -3.149 4.534
C -1.806 -4.367 4.125
C -1.472 -4.809 2.857
C -0.663 -4.007 2.063
N -0.185 -2.834 2.454
C -0.481 -2.420 3.676
H -2.443 -4.947 4.777
H -1.839 -5.756 2.489
H -0.390 -4.314 1.065
H -0.077 -1.462 3.971
*
```


C53H38AsI4IrN4 | ωB97M-V/def2-TZVPD

<S²> ... 8.780
Total energy ... -5792.0672 hartree
Gap between HOMO and LUMO (spin up / spin down) ... 0.181 / 0.169 Ha
Lowest unoccupied orbital energy (spin up / spin down) ... -3.2 / -6.0 eV
Highest occupied orbital energy (spin up / spin down) ... -8.2 / -10.6 eV

Structure (ORCA input):
```
! wB97M-V def2-TZVPD RIJCOSX def2/J DEFGRID3
* xyz 1 6
Ir -0.041 0.165 -0.150
I 4.802 -8.291 -0.223
C 3.660 -6.561 -0.102
C 4.283 -5.321 -0.118
C 3.513 -4.169 -0.056
C 2.122 -4.238 0.015
C 1.519 -5.494 0.043
C 2.279 -6.653 -0.011
C 1.322 -2.991 0.037
C 0.436 -2.729 -1.058
C 0.118 -3.662 -2.108
C -0.601 -2.984 -3.037
C -0.739 -1.644 -2.564
C -1.313 -0.572 -3.294
C -1.704 -0.835 -4.709
C -1.007 -0.231 -5.751
C -1.348 -0.477 -7.073
C -2.401 -1.336 -7.359
I -2.914 -1.718 -9.334
C -3.112 -1.941 -6.332
C -2.759 -1.689 -5.015
C -1.472 0.705 -2.794
N -1.149 1.156 -1.511
C -1.512 2.494 -1.467
C -1.395 3.350 -0.345
C -1.883 4.749 -0.474
C -0.993 5.806 -0.292
C -1.417 7.119 -0.435
C -2.743 7.381 -0.750
I -3.390 9.375 -0.986
C -3.646 6.338 -0.916
C -3.213 5.029 -0.785
C -0.865 2.967 0.866
C -0.940 3.744 2.076
C -0.325 3.037 3.044
C 0.156 1.818 2.440
N -0.210 1.772 1.134
C 0.930 0.854 3.102
C 1.333 -0.391 2.519
C 2.175 -1.316 3.117
C 2.288 -2.397 2.249
C 1.521 -2.103 1.105
N 0.930 -0.859 1.266
C 1.402 1.155 4.472
C 2.171 2.293 4.713
C 2.637 2.581 5.987
C 2.318 1.734 7.039
I 3.008 2.160 8.949
C 1.544 0.602 6.823
C 1.098 0.313 5.542
C -2.043 2.887 -2.722
C -2.043 1.798 -3.531
N -0.111 -1.526 -1.333
H 5.360 -5.250 -0.182
H 3.998 -3.200 -0.078
H 0.442 -5.572 0.137
H 1.796 -7.620 0.024
H 0.425 -4.692 -2.144
H -0.986 -3.360 -3.969
H -0.180 0.433 -5.528
H -0.793 -0.007 -7.873
H -3.941 -2.599 -6.555
H -3.325 -2.152 -4.214
H 0.043 5.597 -0.054
H -0.716 7.932 -0.304
H -4.683 6.546 -1.143
H -3.921 4.216 -0.897
H -1.448 4.689 2.171
H -0.223 3.293 4.085
H 2.646 -1.201 4.079
H 2.834 -3.311 2.409
H 2.420 2.956 3.893
H 3.247 3.458 6.156
H 1.284 -0.049 7.646
H 0.492 -0.569 5.378
H -2.385 3.878 -2.967
H -2.407 1.734 -4.542
C 4.034 1.837 -1.968
C 3.110 1.193 -2.780
C 1.931 0.697 -2.242
C 1.674 0.864 -0.883
C 2.599 1.503 -0.061
C 3.779 1.981 -0.611
H 4.952 2.221 -2.391
H 3.309 1.064 -3.836
H 1.227 0.184 -2.882
H 2.422 1.618 0.999
H 4.501 2.472 0.029
C -4.002 -2.249 1.482
As -2.065 -2.062 1.655
C -2.067 -1.198 3.409
C -1.643 -3.892 2.203
H -4.423 -2.794 2.327
H -4.238 -2.778 0.559
H -4.449 -1.256 1.439
H -2.549 -1.836 4.150
H -2.607 -0.253 3.342
H -1.044 -0.993 3.721
H -1.852 -4.022 3.265
H -0.594 -4.115 2.015
H -2.261 -4.584 1.631
*
```